# 1
A 8-piece molecular cluster, C27H54Br6N2O13 overall in a non-equilibrium geometry. Source: OMol25; level of theory: wB97M-V/def2-TZVPD.

The geometry in XYZ format:
```
102
Properties=species:S:1:pos:R:3:mulliken_charge:R:1
C 37.99156 -27.17277 -17.52323 -0.683
O 37.05372 -26.74734 -18.53195 -0.309
C 35.77018 -26.34305 -18.01216 -0.662
C 34.82947 -25.93287 -19.14150 -0.625
N 35.15582 -24.57508 -19.59757 -0.362
C 34.49852 -24.08208 -20.80635 -0.473
C 35.02961 -22.74195 -21.41175 -0.560
O 36.40242 -22.92673 -21.99535 -0.330
C 36.32370 -23.44355 -23.37053 -0.766
H 37.57616 -28.00823 -16.95971 0.287
H 38.13105 -26.30748 -16.87524 0.288
H 38.89399 -27.59151 -17.96862 0.234
H 35.92317 -25.49405 -17.34592 0.365
H 35.28654 -27.12278 -17.42376 0.475
H 33.78578 -25.88463 -18.83084 0.365
H 34.88890 -26.65542 -19.95544 0.331
H 36.15400 -24.42950 -19.64790 0.267
H 33.48706 -24.00383 -20.40765 0.302
H 34.51732 -24.86792 -21.56147 0.264
H 35.02262 -21.95083 -20.66195 0.347
H 34.28572 -22.39826 -22.13050 0.355
H 35.88641 -22.71597 -24.05426 0.303
H 35.89536 -24.42709 -23.56360 0.286
H 37.34520 -23.76676 -23.57096 0.298
C 36.79010 -24.20876 -6.07271 -0.779
O 36.70366 -22.77436 -6.09362 -0.277
C 37.82559 -22.03493 -5.53817 -0.608
C 37.61730 -20.62032 -6.02528 -0.618
N 36.70038 -19.99403 -5.08802 -0.364
C 36.11304 -18.72166 -5.69009 -0.641
C 35.21941 -17.92972 -4.64019 -0.560
O 34.05116 -17.48908 -5.29880 -0.338
C 33.20722 -16.70679 -4.37749 -0.754
H 35.80521 -24.56789 -6.37125 0.260
H 36.97391 -24.66298 -5.09905 0.309
H 37.49156 -24.65072 -6.78031 0.291
H 38.76157 -22.39183 -5.96789 0.409
H 37.96526 -21.99306 -4.45797 0.336
H 37.48265 -20.55011 -7.10464 0.353
H 38.59872 -20.16813 -5.88238 0.364
H 35.93930 -20.62065 -4.86849 0.279
H 35.59921 -18.94860 -6.62421 0.393
H 36.92997 -18.07490 -6.01011 0.310
H 35.65476 -16.98145 -4.32501 0.318
H 35.00567 -18.47821 -3.72281 0.420
H 33.62448 -15.85765 -3.83624 0.281
H 33.01688 -17.54018 -3.70122 0.314
H 32.20127 -16.39810 -4.66190 0.303
O 39.68275 -43.53729 -3.59706 -0.525
C 39.00542 -42.73521 -2.96878 0.659
O 38.86618 -42.79838 -1.57763 -0.334
C 37.72249 -41.98475 -1.28109 -0.295
C 37.34448 -41.27273 -2.55838 -0.158
O 38.24543 -41.73042 -3.47390 -0.318
H 36.98924 -42.59366 -0.75224 0.246
H 38.07610 -41.30111 -0.50928 0.211
H 37.36039 -40.18962 -2.43706 0.277
H 36.38920 -41.67120 -2.90008 0.240
O 36.54707 -32.34682 -10.58455 -0.524
C 37.18037 -33.06788 -9.78922 0.626
O 38.60920 -32.86968 -9.61068 -0.316
C 39.05045 -33.88606 -8.76348 -0.228
C 37.80897 -34.31207 -7.99905 -0.269
O 36.73212 -33.88107 -8.76721 -0.300
H 39.39970 -34.77230 -9.29330 0.221
H 39.89632 -33.51460 -8.18503 0.289
H 37.82265 -33.86436 -7.00535 0.221
H 37.69781 -35.38099 -7.81688 0.280
O 43.15479 -36.49157 -3.80601 -0.553
C 44.33466 -36.23244 -3.85993 0.685
O 44.88884 -35.48331 -4.83378 -0.303
C 46.24373 -35.32917 -4.56520 -0.275
C 46.22322 -35.46376 -3.05858 -0.343
O 45.09570 -36.26922 -2.81243 -0.303
H 46.85346 -36.09976 -5.03693 0.275
H 46.59573 -34.31648 -4.76184 0.275
H 46.16517 -34.48549 -2.58137 0.264
H 47.06909 -36.04171 -2.68632 0.279
Br 37.38356 -34.06301 0.32134 -0.114
C 38.78741 -33.64692 1.65854 -0.624
C 39.58893 -34.89041 2.09337 -0.582
Br 38.41988 -36.32965 2.85371 -0.140
H 38.34699 -33.04314 2.45201 0.372
H 39.43333 -32.87583 1.23864 0.361
H 40.43629 -34.64457 2.73342 0.394
H 39.94626 -35.33579 1.16492 0.334
Br 44.21605 -25.48653 -12.35101 -0.152
C 43.84375 -26.25391 -10.55945 -0.589
C 44.41598 -27.67997 -10.51083 -0.601
Br 44.29672 -28.44693 -8.62706 -0.183
H 42.77182 -26.17111 -10.38000 0.376
H 44.21125 -25.62926 -9.74530 0.385
H 45.46541 -27.77418 -10.78999 0.390
H 43.80016 -28.25153 -11.20522 0.375
Br 40.80140 -38.26262 -14.80542 -0.132
C 39.96255 -36.64061 -15.58051 -0.662
C 41.13050 -35.68420 -16.01841 -0.572
Br 42.11027 -35.17328 -14.32061 -0.125
H 39.41407 -36.19137 -14.75258 0.364
H 39.22406 -36.84627 -16.35538 0.389
H 40.63478 -34.84624 -16.50851 0.353
H 41.76689 -36.12830 -16.78383 0.385
```

Computed properties:
- SMILES = COCCNCCOC.COCCNCCOC.O=C1OCCO1.O=C1OCCO1.O=C1OCCO1.BrCCBr.BrCCBr.BrCCBr
- E_HOMO (eV) = -8.4
- frontier orbital gap (hartree) = 0.314
- E_tot (a.u.) = -17592.64310

---

# 2
One molecule with the formula C4H6O2. Source: OMol25; level of theory: wB97M-V/def2-TZVPD.

The geometry in XYZ format:
```
12
Properties=species:S:1:pos:R:3:mulliken_charge:R:1
O 1.17569 1.49914 -0.34007 -0.321
C 0.89064 0.54207 -1.21458 -0.452
C 0.78293 -0.73622 -0.43563 -0.262
C -0.72103 -0.52309 -0.13260 -0.489
C -1.01400 -0.00646 1.25259 0.028
O -1.88350 -0.45435 1.96179 -0.479
H 1.13924 2.33714 -0.82269 0.405
H -0.99637 0.27000 -0.86988 0.322
H 0.93393 -1.61507 -1.06748 0.239
H 1.43560 -0.78311 0.44551 0.337
H -1.35405 -1.37737 -0.36683 0.350
H -0.38910 0.84732 1.58987 0.321
```

Computed properties:
- ΔE to the lowest compared entry with this formula, charge and spin (kcal/mol) = 80.3
- E_HOMO (eV) = -9.1
- frontier orbital gap (hartree) = 0.359
- E_tot (a.u.) = -306.37827

---

- Which value of E_tot does entry 1 give?
  -17592.64310 a.u.

---

- What is the frontier orbital gap in the second record?
  0.359 hartree

---

- Among the records above, which one has the lowest frontier orbital gap?
  C27H54Br6N2O13